1.
ORCA calculation (ωB97M-V/def2-TZVPD) on a structure of composition C5H7NO.

Atoms and positions in Å:
O 1.90859 -0.43280 -1.05491
C 1.10824 -0.20034 0.07235
C 0.37153 1.09050 0.12470
C -1.08933 0.91395 -0.00753
C -1.34998 -0.48365 -0.48808
C -0.24838 -0.83203 0.53481
N -0.46721 0.51926 1.26774
H 2.71508 -0.86733 -0.74713
H 1.71769 -0.27569 0.98116
H 0.82764 2.06043 -0.04372
H -1.73496 1.78689 0.02618
H -1.11152 -0.69229 -1.53344
H -2.36073 -0.82361 -0.23946
H -0.28666 -1.76330 1.10731

Calculated values
Energy relative to the best compared isomer or geometry (same formula, charge and spin) in eV: 3.389
E in hartree: -324.59991
M in g/mol: 97.1
E_LUMO in eV: 0.786
Frontier orbital gap in hartree: 0.3810
Highest occupied orbital energy in eV: -9.6

2.
ORCA calculation (ωB97M-V/def2-TZVPD) on a structure of composition C5H7NO at a distorted geometry.

Atoms and positions in Å:
C -1.67853 -0.69860 0.20546
C -0.31796 1.38194 -0.27877
C -0.32655 -0.10392 -0.06619
C 0.78436 -0.87746 0.00935
N 1.86804 -0.45977 -0.82057
C 2.59228 -0.16334 0.09111
O 3.47191 0.13664 0.82244
H 0.70532 -1.94862 0.19328
H -2.44592 -0.27659 -0.45044
H -0.88858 1.87432 0.51653
H -1.97186 -0.53158 1.24624
H -1.69257 -1.77966 0.02975
H 0.68311 1.81836 -0.26073
H -0.78304 1.62826 -1.23746

Calculated values
Energy relative to the best compared isomer or geometry (same formula, charge and spin) in eV: 1.731
E in hartree: -324.66087
M in g/mol: 97.1
E_LUMO in eV: 0.614
Frontier orbital gap in hartree: 0.3586
Highest occupied orbital energy in eV: -9.1

3.
ORCA calculation (ωB97M-V/def2-TZVPD) on the molecule C5H7NO.

Atoms and positions in Å:
C -2.29308 0.03789 -0.09257
C -0.81354 -0.27642 0.08872
C -0.22651 -1.51904 -0.52377
O 1.07787 -1.24603 -0.61082
C 1.39147 0.07056 -0.22301
N 2.74316 0.33606 -0.17244
C 0.28068 0.75208 0.05935
H -2.65689 0.54846 0.80390
H -2.85907 -0.89409 -0.19817
H -2.51131 0.67299 -0.95665
H -0.69667 -0.58739 1.15376
H 3.32975 -0.48750 -0.17289
H 3.00563 1.00705 0.53608
H 0.20690 1.74670 0.47148

Calculated values
Energy relative to the best compared isomer or geometry (same formula, charge and spin) in eV: 3.281
E in hartree: -324.60390
M in g/mol: 97.1
E_LUMO in eV: 0.755
Frontier orbital gap in hartree: 0.3418
Highest occupied orbital energy in eV: -8.5

4.
ORCA calculation (ωB97M-V/def2-TZVPD) on the molecule C5H7NO at a distorted geometry.

Atoms and positions in Å:
C 1.26084 -0.85025 0.92177
C -0.04573 -0.68807 0.14382
C -1.07319 0.24407 0.75793
C -1.33426 1.25442 -0.09074
N -0.56422 1.08603 -1.28439
C 0.20742 -0.00940 -1.18590
O 0.96105 -0.20748 -2.13335
H 1.08206 -1.34207 1.88158
H 1.71681 0.12674 1.11380
H 1.96753 -1.45093 0.34079
H -0.47910 -1.67515 -0.06272
H -1.51574 0.08479 1.74015
H -2.03178 2.07279 0.05900
H -0.13132 1.33659 -2.21054

Calculated values
Energy relative to the best compared isomer or geometry (same formula, charge and spin) in eV: 1.114
E in hartree: -324.68353
M in g/mol: 97.1
E_LUMO in eV: 0.962
Frontier orbital gap in hartree: 0.3553
Highest occupied orbital energy in eV: -8.7

5.
ORCA calculation (ωB97M-V/def2-TZVPD) on the molecule C5H7NO at a distorted geometry.

Atoms and positions in Å:
O 1.82468 -1.31253 -0.67006
C 1.03425 -0.22881 -0.29019
C -0.32872 -0.26843 -0.79918
C -1.21798 0.85125 0.37549
C -1.49060 -0.57198 0.07990
C 1.31189 0.53319 0.95237
N 1.84356 1.04150 -0.07084
H 2.47635 -1.00260 -1.31218
H -0.43158 -0.37672 -1.87353
H -1.64371 1.64418 -0.21925
H -1.05075 1.15179 1.39985
H -2.40789 -0.75963 -0.47629
H -1.33394 -1.29131 0.88011
H 1.41443 0.59011 2.02380

Calculated values
Energy relative to the best compared isomer or geometry (same formula, charge and spin) in eV: 4.892
E in hartree: -324.54468
M in g/mol: 97.1
E_LUMO in eV: 0.998
Frontier orbital gap in hartree: 0.3542
Highest occupied orbital energy in eV: -8.6

6.
ORCA calculation (ωB97M-V/def2-TZVPD) on a structure of composition C5H7NO at a distorted geometry.

Atoms and positions in Å:
C -0.67535 1.25886 -0.50214
C 0.74344 1.09940 0.02365
O 0.66326 0.56391 1.35824
C 0.54346 -0.79724 0.87852
C -0.81694 -1.20685 0.32490
N -0.76217 -0.21190 -0.76471
C 0.73657 -0.31566 -0.57338
H -1.42106 1.74117 0.13994
H -0.70903 1.70403 -1.50323
H 1.52582 1.84924 -0.11135
H 1.11302 -1.48134 1.51869
H -0.47408 -2.12459 -0.42624
H -1.71116 -1.20479 0.99272
H 1.24423 -0.87425 -1.35558

Calculated values
Energy relative to the best compared isomer or geometry (same formula, charge and spin) in eV: 4.510
E in hartree: -324.55871
M in g/mol: 97.1
E_LUMO in eV: 1.067
Frontier orbital gap in hartree: 0.3526
Highest occupied orbital energy in eV: -8.5